DFT (ωB97M-V/def2-TZVPD) results for a molecular structure, C19H41InN3OP.

Each line ends with the Löwdin charge.
CARTESIAN COORDINATES (ANGSTROEM)
C  2.4818  -0.2255  1.9905  -0.12
H  2.9316  0.4720  2.7087  0.10
H  2.9312  -1.2051  2.0806  0.08
H  1.4494  -0.4057  2.2209  -0.01
C  2.7431  0.3423  0.5799  -0.31
H  2.2628  -0.2299  -0.2346  0.07
H  2.3369  1.3600  0.4643  0.09
C  4.2641  0.2786  0.5325  -0.11
H  4.7058  0.6856  -0.3790  0.08
H  4.6434  0.8161  1.4135  0.09
H  4.5561  -0.7694  0.6850  0.08
C  -1.2939  -1.0309  -1.6237  -0.18
C  0.0254  -1.3032  -2.0248  -0.14
C  0.6195  -2.1808  -1.0715  -0.16
C  -0.3282  -2.4752  -0.0730  -0.19
C  -1.5235  -1.7195  -0.3708  -0.34
C  -2.8462  -1.8463  0.3170  -0.07
C  -0.1505  -3.3566  1.1012  0.02
C  2.0045  -2.7117  -1.1090  0.01
C  0.6578  -0.8045  -3.2699  0.02
C  -2.3188  -0.2165  -2.3116  0.01
In  -0.9335  0.2042  1.0374  1.14
H  -0.7435  -3.0110  1.9561  0.09
H  -0.4748  -4.3779  0.8528  0.13
H  0.8977  -3.4069  1.4218  0.10
H  -2.7051  -2.0292  1.3942  0.08
H  -3.4388  -0.9222  0.2144  0.08
H  -3.4415  -2.6770  -0.0877  0.12
H  -1.9012  0.2750  -3.2013  0.09
H  -3.1553  -0.8557  -2.6392  0.13
H  -2.7351  0.5632  -1.6463  0.08
H  1.7542  -0.8260  -3.2050  0.09
H  0.3648  -1.4273  -4.1318  0.13
H  0.3412  0.2283  -3.4752  0.09
H  2.5198  -2.5400  -0.1526  0.09
H  1.9932  -3.7953  -1.2893  0.12
H  2.5931  -2.2507  -1.9104  0.09
C  -0.2159  5.0502  -1.2519  -0.07
N  -1.2672  4.0295  -1.1544  -0.30
C  -1.3936  3.3080  -2.4371  -0.08
P  -1.3034  3.1367  0.2292  0.54
O  -0.2206  2.0604  0.1820  -0.37
N  -0.9903  4.1663  1.4676  -0.30
C  -0.2255  3.7198  2.6513  -0.06
C  -1.9140  5.2730  1.7471  -0.08
N  -2.8664  2.5239  0.2551  -0.29
C  -3.3234  1.8353  1.4974  -0.12
C  -3.9718  3.3824  -0.2299  -0.08
H  -0.4966  5.7399  -2.0551  0.10
H  0.7548  4.6018  -1.4971  0.10
H  -0.1361  5.5884  -0.3064  0.08
H  -0.5196  2.6650  -2.6379  0.09
H  -2.3008  2.6965  -2.4634  0.07
H  -1.4409  4.0670  -3.2310  0.10
H  0.6985  3.2192  2.3348  0.08
H  0.0376  4.6018  3.2533  0.10
H  -0.8183  3.0376  3.2836  0.09
H  -1.4119  5.9651  2.4352  0.10
H  -2.1672  5.8212  0.8331  0.09
H  -2.8404  4.9288  2.2363  0.09
H  -2.6631  1.0099  1.8909  -0.02
H  -3.4264  2.5215  2.3568  0.11
H  -4.2673  1.3227  1.2659  0.11
H  -4.3322  4.0760  0.5436  0.09
H  -3.6828  3.9631  -1.1112  0.08
H  -4.8107  2.7341  -0.5120  0.10

Calculated values
HOMO-LUMO gap (alpha / beta)	6.09 / 5.63	eV
strongest force on any atom	2.1	eV/Å
charge	+2
electronic energy	-1518.9785	hartree